ORCA calculation (the ωB97M-V functional and the def2-TZVPD basis) on a structure of composition C34H63BClN11O3P2PbS3 at a distorted geometry.

Each line ends with the Löwdin charge.
CARTESIAN COORDINATES (ANGSTROEM)
Pb1 -1.5041 2.1887 -0.6955  0.78
Cl1 -7.8100 2.1013 -8.0528  0.48
S1 -0.0474 1.6916 1.3250  0.54
S2 -3.4233 2.8134 0.8146  0.59
S3 -0.4881 4.6556 -1.2376  0.69
P1 1.9747 -6.0665 0.6564  0.41
P2 4.8527 -5.1074 0.7909  0.46
O1 4.7277 -4.1721 -0.2356  -0.23
O2 3.5317 -6.2044 0.5434  -0.29
O3 1.5073 -5.2298 1.7872  -0.32
N1 -3.1031 5.9365 -0.8479  -0.02
N2 -2.0634 3.9241 2.9587  0.08
N3 -2.6940 1.9248 3.5337  0.01
N4 -2.0010 5.6396 1.0413  0.03
N5 6.1232 -6.1559 0.6420  -0.29
N6 0.9919 -5.2394 -0.5264  -0.26
N7 2.1227 3.6148 1.3742  0.03
N8 4.8591 -4.2084 2.1655  -0.28
N9 1.5325 -7.5696 1.0189  -0.28
N10 0.1797 4.6339 1.7710  0.03
N11 -5.1220 0.0308 -10.3769  0.07
C1 -1.9148 3.7956 4.3690  0.00
C2 7.4072 -5.6341 0.3302  -0.12
C3 0.7928 3.3970 1.5491  -0.46
C4 -4.1925 0.8476 -10.6575  -0.22
C5 3.7488 1.7371 2.0669  -0.02
C6 1.2480 5.5633 1.8103  -0.02
C7 -4.6277 0.2629 2.8396  0.04
C8 2.3877 4.9163 1.5586  -0.06
C9 0.3349 -7.9242 1.8908  -0.09
C10 -4.8166 6.2491 -2.5572  -0.07
C11 -2.1965 2.5620 4.6195  -0.05
C12 -3.1282 6.3609 1.3013  0.02
C13 -6.4693 1.7069 -9.3931  -0.48
C14 -2.4931 7.1325 -2.7250  -0.01
C15 -3.2652 4.6008 -3.0513  -0.03
C16 -4.1320 2.0369 -10.0209  -0.02
C17 -0.4802 -5.3757 -0.3052  -0.16
C18 -3.8786 6.4144 0.1035  0.02
C19 -1.9259 5.4570 -0.3104  -0.54
C20 5.9156 -7.4504 1.3736  -0.06
C21 -2.6587 2.8035 2.5624  -0.55
C22 1.9585 -8.7787 0.1686  -0.08
C23 1.3513 -5.6106 -2.0163  -0.09
C24 -3.4047 6.0191 -2.2851  -0.53
C25 4.1370 -2.9537 2.2967  -0.09
C26 -5.3910 2.4336 -9.3787  -0.12
C27 -3.2465 0.5722 3.6441  -0.45
C28 3.3865 2.7562 1.0276  -0.47
C29 -2.1520 -0.2652 3.0439  -0.06
C30 3.1138 2.1447 -0.3569  -0.01
C31 5.3562 -4.7750 3.5147  -0.03
C32 -3.3331 -0.1286 5.0891  0.00
C33 4.6359 3.6847 0.9059  -0.04
C34 -6.3129 0.4094 -9.7406  -0.07
B1 -1.1925 5.0326 2.2689  -0.55
H1 2.0942 1.7388 -0.5253  0.06
H2 -5.4718 5.5490 -2.1099  0.09
H3 8.1016 -5.7020 1.1922  0.09
H4 -3.1057 8.0359 -2.8693  0.10
H5 3.7970 1.2986 -0.3686  0.10
H6 -2.0741 1.9726 5.5941  0.17
H7 -4.5729 -0.8270 2.8871  0.10
H8 -4.9866 6.1735 -3.5895  0.10
H9 -4.0297 3.9282 -2.5845  0.10
H10 -4.7345 6.9772 -0.1199  0.13
H11 -3.3230 -1.0911 4.8438  0.04
H12 -4.3467 0.5634 1.8895  0.00
H13 -6.9643 -0.2200 -9.7086  0.02
H14 -3.4387 6.5811 2.2866  0.13
H15 5.3427 -4.0807 4.3374  0.07
H16 4.8599 4.2959 1.8292  0.12
H17 3.1350 -3.0281 1.8247  0.09
H18 -1.0460 0.6340 0.0089  -0.07
H19 2.2179 -6.1764 -2.0397  0.02
H20 4.4368 -5.3562 3.8274  0.10
H21 -1.9605 0.1136 2.0820  0.00
H22 1.0122 -5.0290 -2.8720  0.06
H23 6.1971 -5.4057 3.2712  0.05
H24 -4.1634 0.2025 5.7204  0.11
H25 3.0223 -8.7712 -0.2054  0.08
H26 -0.7274 -6.5396 -0.0752  0.10
H27 -5.3473 3.3919 -8.9630  0.09
H28 -3.6885 0.3095 -11.5977  0.17
H29 3.3541 2.8228 -1.1620  0.09
H30 -5.2473 7.1682 -2.1784  0.10
H31 7.3452 -4.5852 0.0113  0.09
H32 7.9079 -6.2155 -0.4509  0.09
H33 0.5610 -6.4821 -2.2683  0.10
H34 -1.3935 -4.9512 -0.7286  0.07
H35 4.1965 2.1717 2.9275  0.09
H36 -2.2023 7.0158 -3.7775  0.10
H37 -1.6138 7.3752 -2.0437  0.11
H38 -5.4428 0.6417 3.3450  0.07
H39 -0.6095 -7.3769 1.8075  0.06
H40 -3.3935 2.7825 -10.2196  0.09
H41 -1.4400 4.5187 5.0998  0.17
H42 0.2193 -9.0184 1.6864  0.08
H43 1.2811 6.6152 1.9907  0.14
H44 4.8190 -7.5274 1.4118  0.06
H45 -2.4395 -0.0199 5.6066  0.05
H46 -2.2653 -1.3134 3.2066  0.10
H47 -3.4102 4.7413 -4.1084  0.09
H48 5.4461 3.0241 0.6799  0.10
H49 -0.5987 -4.9697 0.6871  0.04
H50 -1.3222 -0.0071 3.7825  0.12
H51 0.4827 -7.8529 3.0246  0.10
H52 -0.9061 6.0863 2.8456  0.14
H53 1.8711 -9.6925 0.7860  0.08
H54 6.3604 -8.2710 0.8272  0.09
H55 6.3046 -7.3501 2.4166  0.08
H56 2.9509 1.0547 2.2724  0.08
H57 1.2333 -8.7652 -0.7070  0.09
H58 -2.2807 4.1167 -2.8859  -0.02
H59 4.7193 -2.3506 1.7756  0.03
H60 4.5110 1.1529 1.5562  0.10
H61 3.4180 5.2286 1.4602  0.11
H62 4.0500 -2.7833 3.3560  0.08
H63 4.5892 4.2753 0.0148  0.09

Atomic forces in eV per Å
-0.01 1.03 -0.55
1.37 -0.28 -2.25
2.42 2.99 1.93
0.39 -0.23 2.36
-2.77 0.07 1.70
-2.94 3.11 3.07
-0.16 -2.28 2.14
-0.48 4.12 -4.94
1.04 0.64 -0.62
0.78 0.18 1.00
1.61 -2.20 -0.55
0.59 1.73 1.94
-1.64 0.09 0.79
-0.42 0.37 -1.21
-2.58 -0.99 1.37
1.12 -0.40 -5.11
0.33 -1.48 0.25
1.31 -2.19 2.66
-0.55 -3.50 -0.30
3.02 -1.80 0.46
-6.43 -2.53 1.47
2.45 3.18 -0.61
1.69 0.16 0.33
-0.44 -0.35 -0.58
2.27 -1.42 -3.21
-0.20 -0.57 -1.06
-0.41 -0.41 -0.17
4.49 -1.09 2.24
0.31 0.78 -0.12
0.92 -0.94 1.21
-1.88 1.73 1.27
-0.33 -4.08 4.70
-1.09 -1.44 -2.04
-3.40 -1.53 3.56
0.56 1.63 -1.51
1.14 -0.10 2.41
-2.72 2.14 0.31
0.33 -3.44 3.62
1.70 1.06 2.85
0.77 -0.98 -0.28
0.13 1.58 0.32
-0.52 0.82 -4.38
-0.67 1.01 -0.39
-5.30 -2.63 1.57
1.58 -2.14 -0.85
-2.91 -3.41 0.67
5.91 2.21 -1.36
-1.85 -3.01 0.28
-0.72 0.94 -0.79
1.52 0.86 2.49
-0.11 -0.85 0.53
-3.77 -1.17 -2.04
-1.41 5.36 -0.78
-0.68 -0.13 0.72
9.61 5.21 -2.67
-0.45 1.61 -0.94
0.61 0.30 0.43
-0.40 -1.32 0.50
-0.33 0.23 -0.12
0.22 0.07 0.74
-0.02 -0.14 -0.68
-0.42 1.30 -1.70
-0.65 0.10 -0.18
-0.25 0.25 -1.43
0.44 0.49 -0.73
-1.09 0.31 -0.07
-0.85 -4.06 -0.72
-0.72 0.69 -2.10
-7.35 -7.46 0.78
-0.10 0.33 0.75
1.18 0.80 -0.29
0.02 -0.94 -1.06
0.43 0.10 0.43
-0.07 -0.56 -1.19
2.27 -0.13 -0.52
1.28 -0.37 -0.02
0.60 -0.32 -1.41
1.01 1.22 0.59
0.38 0.10 0.79
0.04 -0.27 -0.24
-1.12 0.57 0.46
0.31 2.44 -1.11
-0.26 1.29 0.75
0.54 2.14 2.35
0.06 0.25 -0.18
0.30 0.74 -0.28
-0.07 -0.38 0.04
-0.30 0.06 -0.16
1.44 1.13 0.63
1.16 0.37 -1.82
0.06 0.31 0.90
0.58 -0.40 0.35
-1.16 -0.50 -1.14
-1.89 1.00 0.48
0.40 -0.02 -0.91
0.46 0.25 0.26
-0.71 -0.72 -1.59
-0.52 1.08 0.23
-1.13 0.36 0.23
0.65 -0.71 0.20
1.70 0.55 1.13
-0.39 -0.72 -0.76
-0.23 0.05 -0.25
0.66 -0.52 0.30
0.07 0.10 0.71
-0.12 -0.39 -1.59
0.72 0.08 -1.55
-0.91 -1.08 0.73
-0.14 0.53 -0.45
0.12 -0.19 0.03
-0.07 -0.51 -0.77
-0.56 -0.34 0.46
1.07 -0.69 0.87
-0.65 0.49 -0.43
2.19 3.84 -1.94
0.20 -0.23 0.31
-0.86 0.61 0.22
-0.14 0.62 0.17
-0.24 0.88 -0.32

## Properties
net charge	+2
energy above the lowest of the compared OMol25 structures with the same formula, charge and spin	37.6	kcal per mole
HOMO level (spin up / spin down)	-11.04 / -11.04	eV
LUMO (spin up / spin down)	-8.69 / -8.69	eV
gap between HOMO and LUMO (spin up / spin down)	2.348 / 2.351	eV